[1]
C8H9Br12F3O2 | wB97M-V/def2-TZVPD

XYZ file:
```
34
Properties=species:S:1:pos:R:3:lowdin_charge:R:1
C 6.4155 -1.1957 6.5169 -1.53
Br 4.6080 -0.7567 7.3603 0.49
Br 7.6602 0.2891 6.4827 0.55
Br 6.3056 -2.0267 4.7418 0.53
H 6.9209 -1.9367 7.1363 -0.04
C 2.6311 1.4261 1.7051 -1.53
Br 1.9578 1.4566 -0.1513 0.51
Br 1.4401 2.4736 2.9087 0.51
Br 4.4338 2.1725 1.7416 0.53
H 2.6370 0.3730 1.9863 -0.02
C -0.6965 5.6695 -5.0303 -1.41
Br -0.2980 5.5475 -7.0215 0.47
Br -2.4878 4.9063 -4.5768 0.50
Br -0.7811 7.6545 -4.6244 0.46
H 0.1152 5.1750 -4.4967 -0.02
C 7.5988 -0.0240 -2.7455 -1.48
Br 9.0137 -0.7820 -3.9473 0.49
Br 6.1783 -1.4177 -2.4345 0.49
Br 6.8670 1.5962 -3.5904 0.52
H 8.0939 0.2552 -1.8154 -0.02
C -4.3071 -1.4766 -1.7169 -0.06
C -4.6012 -1.3603 -0.2093 -0.20
O -5.3816 -2.4730 0.2238 0.00
C -6.6488 -2.2874 0.6868 -0.32
O -7.3029 -1.2644 0.5910 0.15
C -7.1498 -3.6067 1.3859 -0.56
F -6.1500 -4.3093 1.9417 0.16
F -7.8466 -3.2654 2.4240 0.20
F -7.8990 -4.3125 0.5210 0.17
H -5.1737 -1.3028 -2.3549 0.07
H -3.9833 -2.4862 -1.9696 0.08
H -3.5026 -0.8634 -2.1228 0.07
H -5.0460 -0.4479 0.1879 0.12
H -3.6208 -1.3995 0.2656 0.12
```

- Kohn-Sham gap (eV) = 9.736
- energy above the lowest of the compared OMol25 structures with the same formula, charge and spin (kJ/mol) = 134.31
- HOMO (eV) = -10.39



[2]
C50H73F16N5O17S5 | wB97M-V/def2-TZVPD

XYZ file:
```
166
Properties=species:S:1:pos:R:3:lowdin_charge:R:1
O -1.2725 0.6213 -4.0784 -0.29
S -2.1696 1.5360 -4.7396 0.62
O -3.3247 1.0957 -5.4903 -0.28
O -2.6862 2.6144 -3.6360 -0.27
C -3.7440 3.5134 -3.9919 -0.25
C -5.0923 2.9183 -3.6495 -0.07
C -1.2101 2.6180 -5.8230 -0.09
H -3.6538 3.7593 -5.0517 0.11
H -3.6513 4.4248 -3.4019 0.12
H -4.9557 2.3487 -2.7278 0.06
H -5.4637 2.2154 -4.3975 0.08
H -5.8892 3.6515 -3.5245 0.08
H -0.4934 1.9418 -6.2840 0.07
H -0.6832 3.3423 -5.2027 0.07
H -1.8995 3.1654 -6.4567 0.07
O -3.6176 2.7386 0.8501 -0.29
S -2.7328 3.8715 1.0420 0.63
O -1.6312 4.0677 0.1333 -0.27
O -3.6135 5.2539 1.0804 -0.25
C -5.0142 5.1057 1.2919 -0.28
C -5.7667 4.7335 0.0200 -0.07
C -2.1939 3.8993 2.7605 -0.09
H -5.3936 6.0651 1.6462 0.12
H -5.2546 4.3900 2.0830 0.12
H -5.3581 5.2375 -0.8580 0.08
H -6.8103 5.0549 0.0513 0.08
H -5.7553 3.6604 -0.1607 0.06
H -1.5795 4.7801 2.9253 0.07
H -1.6466 2.9842 2.9612 0.03
H -3.1034 3.9465 3.3551 0.08
O -0.1356 1.2737 1.7152 -0.30
S 0.2423 0.8331 0.3960 0.61
O 1.3657 1.3277 -0.3595 -0.29
O 0.3738 -0.7669 0.5550 -0.25
C 1.0312 -1.5108 -0.4942 -0.26
C 0.5940 -2.9441 -0.3593 -0.06
C -1.1496 0.9255 -0.7591 -0.09
H 2.0982 -1.4315 -0.2839 0.10
H 0.8669 -1.0972 -1.4890 0.10
H -0.4644 -3.0644 -0.5888 0.07
H 0.7818 -3.2962 0.6576 0.06
H 1.1961 -3.6490 -0.9334 0.08
H -0.9921 0.2632 -1.6071 0.05
H -1.0892 1.9255 -1.1977 0.05
H -2.1068 0.9067 -0.2447 0.06
O -0.7998 -9.9460 -3.5264 -0.27
S -1.0988 -8.5454 -3.5068 0.60
O -2.4253 -8.0317 -3.7370 -0.28
O -0.6169 -7.9882 -2.0849 -0.26
C -1.1392 -6.7606 -1.5728 -0.26
C -0.5610 -6.5966 -0.1853 -0.07
C 0.0724 -7.7258 -4.6009 -0.11
H -2.2262 -6.8204 -1.5122 0.12
H -0.9174 -5.8947 -2.1998 0.10
H -0.8020 -7.4153 0.4990 0.08
H -0.8797 -5.7268 0.3910 0.07
H 0.5314 -6.5943 -0.1995 0.08
H -0.3513 -7.7424 -5.6044 0.07
H 0.9963 -8.2962 -4.6005 0.07
H 0.1987 -6.6875 -4.3035 0.05
O 1.3143 7.5250 1.0967 -0.27
S 1.7261 6.3633 0.3672 0.62
O 1.3830 6.2435 -1.0269 -0.29
O 3.3396 6.2223 0.4813 -0.25
C 3.9331 5.1803 -0.2926 -0.28
C 5.4113 5.4975 -0.3696 -0.07
C 1.1769 4.9066 1.2863 -0.11
H 3.5747 5.0137 -1.3087 0.11
H 3.8256 4.2241 0.2251 0.09
H 5.9067 5.5621 0.6006 0.07
H 5.5648 6.4672 -0.8491 0.08
H 5.9687 4.7568 -0.9444 0.08
H 1.1972 3.9687 0.7361 0.06
H 0.1683 5.0339 1.6614 0.03
H 1.8897 4.9027 2.1124 0.06
N 2.3840 1.2122 -5.1796 0.06
C 1.8107 1.4724 -3.9926 -0.15
C 1.8118 2.7416 -3.4567 -0.07
C 2.3375 3.8066 -4.1781 -0.08
C 2.8423 3.5569 -5.4415 -0.07
C 2.8366 2.2334 -5.9013 -0.16
H 1.3194 0.6618 -3.4721 0.09
H 1.2546 2.9253 -2.5453 0.10
H 2.2574 4.8182 -3.8007 0.10
H 3.2372 4.3831 -6.0168 0.10
H 3.2483 1.9486 -6.8613 0.10
N -3.5098 -1.3977 -1.6103 0.07
C -4.4411 -0.4695 -1.8145 -0.15
C -5.3330 -0.0266 -0.8429 -0.07
C -5.2771 -0.6352 0.3840 -0.08
C -4.3084 -1.5947 0.6431 -0.06
C -3.4608 -1.9678 -0.3855 -0.14
H -4.3869 0.0729 -2.7531 0.09
H -5.9664 0.8420 -0.9639 0.10
H -5.9007 -0.2575 1.1861 0.11
H -4.1882 -1.9482 1.6590 0.09
H -2.6683 -2.6890 -0.2373 0.09
N -1.3622 2.8623 7.2664 0.06
C -0.7041 4.0293 7.1267 -0.15
C 0.2080 4.3050 6.1219 -0.06
C 0.2503 3.4167 5.0497 -0.09
C -0.5081 2.2625 5.1264 -0.09
C -1.2727 1.9962 6.2575 -0.13
H -0.8869 4.6901 7.9655 0.10
H 0.8569 5.1688 6.1541 0.10
H 0.8609 3.5817 4.1700 0.09
H -0.4658 1.5520 4.3106 0.07
H -1.7304 1.0188 6.3252 0.09
N -3.4513 -0.8407 4.2055 0.06
C -3.8123 -1.4666 5.3164 -0.16
C -2.9211 -1.8973 6.2882 -0.07
C -1.5715 -1.6985 6.0626 -0.10
C -1.1761 -1.1447 4.8539 -0.09
C -2.1478 -0.6584 3.9733 -0.14
H -4.8727 -1.6011 5.5023 0.10
H -3.2586 -2.4213 7.1720 0.10
H -0.7963 -1.9912 6.7585 0.11
H -0.1207 -1.0171 4.6494 0.11
H -1.8954 -0.0939 3.0842 0.09
N 5.4474 2.1635 1.0749 0.06
C 4.1703 1.8316 1.2886 -0.16
C 3.4868 2.0699 2.4782 -0.06
C 4.1977 2.7268 3.4795 -0.09
C 5.5255 3.0342 3.3219 -0.06
C 6.0970 2.7612 2.0692 -0.15
H 3.7425 1.2661 0.4680 0.09
H 2.4569 1.7667 2.6068 0.09
H 3.7167 2.9824 4.4185 0.10
H 6.1198 3.4646 4.1143 0.10
H 7.1033 3.0904 1.8352 0.10
C 2.2894 -4.6255 5.0071 -0.06
C 0.8341 -5.1031 4.9455 -0.42
C 0.4343 -5.6770 3.5875 -0.29
F 0.2772 -4.7102 2.6541 0.09
F 1.3291 -6.6039 3.1532 0.09
F 0.6995 -6.0679 5.9125 0.10
F -0.0616 -4.1496 5.3293 0.11
O 2.5501 -3.6866 3.9910 0.04
C 3.8793 -3.6288 3.6022 -0.53
C 3.9681 -2.7285 2.3727 -0.27
F 5.2140 -2.6414 1.8336 0.10
F 3.0889 -3.1385 1.4323 0.10
F 4.6001 -3.1315 4.6244 0.16
F 4.3381 -4.8615 3.3053 0.15
H 2.8979 -5.5297 4.9922 0.15
H 2.4175 -4.1552 5.9865 0.15
H -0.5168 -6.2130 3.7221 0.18
H 3.7434 -1.6867 2.6364 0.17
C 1.1651 -3.3830 -4.8581 -0.04
C -0.1712 -2.8516 -4.3737 -0.41
C -1.1701 -2.4894 -5.4618 -0.29
F -0.6946 -1.8297 -6.5426 0.10
F -1.7664 -3.6277 -5.9206 0.08
F -0.7800 -3.7591 -3.5511 0.10
F 0.0812 -1.7547 -3.6087 0.10
O 2.0517 -3.6124 -3.7561 0.03
C 3.3359 -3.2052 -3.9971 -0.57
C 4.1586 -3.4608 -2.7296 -0.24
F 5.4216 -2.9641 -2.8942 0.09
F 3.6562 -2.7379 -1.6874 0.08
F 3.9282 -3.9065 -4.9921 0.15
F 3.3574 -1.9183 -4.3472 0.16
H 1.5935 -2.6937 -5.5872 0.15
H 1.0922 -4.3415 -5.3756 0.15
H -1.9700 -1.8645 -5.0552 0.16
H 4.2299 -4.5060 -2.4291 0.18
```

- SMILES = FC(F)C(F)(F)COC(F)(F)C(F)F.FC(F)C(F)(F)COC(F)(F)C(F)F.CCOS(C)(=O)=O.CCOS(C)(=O)=O.CCOS(C)(=O)=O.CCOS(C)(=O)=O.CCOS(C)(=O)=O.c1ccncc1.c1ccncc1.c1ccncc1.c1ccncc1.c1ccncc1
- Kohn-Sham gap (eV) = 9.877
- energy above the lowest of the compared OMol25 structures with the same formula, charge and spin (kJ/mol) = 0.00
- HOMO (eV) = -9.57



How do the records compare in max |F|? In the order shown, they have 2.4 2.9 eV/Å.